(1)
Density functional theory data (wB97M-V/def2-TZVPD) for C18H23MgN6O7 as an isolated structure.

```
55
Properties=species:S:1:pos:R:3:forces:R:3
Mg -0.898 -0.004 -1.125 0.83 -0.18 -0.29
C -2.462 3.806 -0.301 -1.18 0.02 -1.41
C -2.293 2.366 -0.724 -2.20 2.27 2.94
N -1.523 2.008 -1.617 2.99 -1.88 -3.02
O -0.626 2.960 -2.162 -0.60 0.50 0.33
C -3.088 1.383 -0.004 -0.77 -1.57 -0.96
C -4.353 1.620 0.766 0.05 0.63 -0.40
N -2.756 0.114 -0.239 -0.16 0.91 0.09
O -3.485 -0.836 0.177 0.04 0.09 0.17
H -2.515 3.870 0.750 -0.15 -0.04 1.35
H -3.467 4.139 -0.704 1.15 -0.09 0.37
H -1.669 4.457 -0.636 0.08 0.03 -0.37
H 0.144 2.438 -2.438 -0.28 -0.35 0.15
H -5.149 0.925 0.462 0.48 -0.14 0.07
H -4.782 2.628 0.584 0.53 -0.37 0.62
H -4.063 1.394 1.798 -0.72 0.37 0.21
O -1.250 -1.457 -2.679 -0.20 -0.25 0.89
N -1.530 -2.577 -2.112 0.23 0.31 -0.71
N -1.099 -2.702 -0.928 0.69 0.23 0.98
O -0.435 -1.751 -0.253 -0.32 -0.54 -1.06
C -1.381 -3.901 -0.185 -0.24 0.08 -0.55
C -1.810 -5.108 -0.778 -0.06 0.84 1.51
C -2.137 -6.157 0.070 0.26 0.52 -0.72
C -1.967 -6.054 1.449 0.03 -0.19 0.36
C -1.535 -4.864 2.036 -0.10 0.30 -4.02
C -1.236 -3.771 1.180 0.04 -1.58 1.01
H -1.944 -5.243 -1.821 0.01 0.29 -0.76
H -2.535 -7.022 -0.458 0.17 -0.25 0.65
H -2.112 -6.957 2.026 -0.25 0.10 0.31
H -1.401 -4.686 3.034 0.26 -0.13 2.48
H -0.771 -2.902 1.604 -0.33 0.41 -0.13
C 3.385 -0.935 1.195 -0.69 0.32 0.42
C 3.631 -0.124 -0.032 0.44 0.12 -0.86
C 2.919 1.306 -0.118 1.02 -1.38 -1.87
C 3.645 1.995 -1.286 -0.06 -0.04 -1.38
C 3.074 3.419 -1.515 -0.60 -1.38 1.87
C 3.071 2.071 1.138 0.02 0.84 0.88
O 4.125 2.603 1.483 -0.90 -0.66 -0.10
N 1.910 2.204 1.872 -0.25 -0.75 -0.10
C 0.613 1.604 1.622 1.92 0.09 -3.02
O -0.269 1.693 2.408 -0.81 0.09 1.51
N 0.471 1.088 0.338 0.31 -0.05 0.09
C 1.474 1.088 -0.552 -0.85 -0.51 0.18
O 1.204 0.800 -1.763 0.12 0.02 1.34
H 3.819 -1.918 1.059 0.17 -0.19 0.19
H 2.296 -1.063 1.272 0.23 -0.07 0.54
H 3.831 -0.424 2.052 -0.30 -0.33 0.26
H 3.277 -0.781 -0.866 0.35 1.08 0.15
H 4.735 0.050 -0.121 -0.94 -0.02 -0.20
H 3.436 1.293 -2.174 0.47 1.28 1.14
H 4.736 2.046 -1.105 -0.60 -0.15 0.00
H 1.988 3.342 -1.330 0.23 0.39 -0.72
H 3.331 3.881 -2.427 0.08 0.31 -1.21
H 3.415 4.060 -0.711 0.31 0.22 0.18
H 2.011 2.584 2.785 0.09 0.45 0.65
```
Forces are in eV/Å.

Its gap between HOMO and LUMO (spin up / spin down) is 7.35 / 7.34 eV. The energy above the lowest of the compared OMol25 structures with the same formula, charge and spin comes out at 71.0 kJ/mol. The calculated total energy comes out at -47758.1803 eV. The charge is -1. As for the LUMO energy (spin up / spin down): 2.931 / 2.931 eV. For the maximum force, the calculation gives 4.647 eV/A. As for the multiplicity: 1.

(2)
Density functional theory data (wB97M-V/def2-TZVPD) for C4H5N2 as an isolated structure.

```
11
Properties=species:S:1:pos:R:3:forces:R:3
C 1.497 -0.112 -0.145 -4.32 0.38 0.92
C 2.723 -0.103 -0.062 5.92 0.30 0.74
C 0.292 -0.982 -0.144 0.94 1.02 -0.24
C -1.808 0.369 -0.016 -1.67 1.80 2.19
N 0.470 1.025 0.227 1.33 -0.47 -1.01
N -0.440 0.120 0.014 0.01 -0.93 0.53
H 3.759 0.267 0.174 -1.62 -0.51 -0.59
H 0.021 -1.994 0.085 -0.06 -0.39 -0.28
H -2.414 -0.351 0.511 0.14 -0.27 0.47
H -1.985 1.407 0.349 0.12 -0.87 -0.02
H -2.114 0.352 -0.992 -0.79 -0.07 -2.71
```
Forces are in eV/Å.

Its gap between HOMO and LUMO (spin up / spin down) is 7.54 / 9.31 eV. The energy above the lowest of the compared OMol25 structures with the same formula, charge and spin comes out at 565.6 kJ/mol. The calculated total energy comes out at -7194.6900 eV. The charge is +1. As for the LUMO energy (spin up / spin down): -6.967 / -6.087 eV. For the maximum force, the calculation gives 5.974 eV/A. As for the multiplicity: 1.

(3)
Density functional theory data (wB97M-V/def2-TZVPD) for C4H4Cl3NO2 in the gas phase.

```
14
Properties=species:S:1:pos:R:3:forces:R:3
C -0.446 -0.918 0.013 -2.06 0.80 1.51
C 2.230 -0.783 0.400 -3.41 2.72 -1.28
C 0.682 -0.052 0.534 2.39 -1.85 -2.15
C 0.727 1.429 0.422 0.86 0.01 -1.82
N -1.568 -0.222 -0.422 0.15 -0.77 0.20
O -0.471 -2.099 0.230 0.61 -0.89 -0.36
O 1.501 -0.628 1.514 0.39 0.42 2.41
Cl 3.389 0.326 -0.245 0.99 0.13 0.59
Cl -0.449 2.357 1.232 -1.66 0.62 0.68
Cl 0.662 1.799 -1.488 0.23 -0.05 1.99
H 2.377 -1.737 0.015 -0.15 -1.65 -0.53
H 1.616 1.843 0.872 0.65 -0.31 -0.79
H -1.447 0.773 -0.332 -0.92 0.02 -0.26
H -2.519 -0.673 -0.341 1.91 0.80 -0.19
```
Forces are in eV/Å.

Its gap between HOMO and LUMO is 10.15 eV. The energy above the lowest of the compared OMol25 structures with the same formula, charge and spin comes out at 173.6 kJ/mol. The calculated total energy comes out at -47363.0945 eV. The charge is 0. As for the LUMO energy: 0.193 eV. For the maximum force, the calculation gives 4.547 eV/A. As for the SMILES: NC(=O)[C@@]1(C(Cl)Cl)O[C@@H]1Cl. As for the multiplicity: 1.

(4)
Density functional theory data (wB97M-V/def2-TZVPD) for C2H8N4S in the gas phase.

```
15
Properties=species:S:1:pos:R:3:forces:R:3
C 2.332 -0.620 -0.163 1.51 3.53 -2.45
C -1.010 0.066 0.736 -1.20 -1.78 -1.49
H 1.868 -1.390 -0.654 -0.45 -2.91 -0.51
H 3.099 -0.215 -1.024 -0.99 -1.12 2.85
H 2.585 -0.821 0.901 0.72 0.16 -0.99
H 1.511 1.472 -0.598 -1.08 -3.85 2.40
H 0.683 0.004 1.803 0.16 0.38 -1.71
H -2.817 -0.127 1.638 1.95 -0.10 -0.62
H -0.668 -0.340 -1.250 -0.83 0.81 0.89
H -3.142 1.586 -1.693 1.24 -1.17 0.70
N 1.234 0.352 -0.255 0.80 2.91 -1.17
N 0.400 0.003 0.780 -1.79 1.03 2.86
N -1.765 -0.125 1.735 -0.20 1.16 0.99
N -1.439 -0.059 -0.604 2.27 0.50 -1.49
S -2.870 0.212 -1.351 -2.11 0.45 -0.28
```
Forces are in eV/Å.

Its gap between HOMO and LUMO is 9.37 eV. The energy above the lowest of the compared OMol25 structures with the same formula, charge and spin comes out at 236.9 kJ/mol. The calculated total energy comes out at -18995.6810 eV. The charge is 0. As for the LUMO energy: 0.645 eV. For the maximum force, the calculation gives 4.660 eV/A. As for the SMILES: [H]/N=C(\NS)NNC. As for the multiplicity: 1.

> Number 4 is which compound?

C2H8N4S

> Which value of charge does entry 3 give?

0